No. 1
The following is a DFT calculation (ωB97M-V/def2-TZVPD) of a 20-piece molecular cluster, C35H70Cl38N2O3P overall.

Atoms and positions in Å:
Cl  -5.042  10.410  -3.544
C  -3.941  -7.071  8.166
Cl  -7.923  -6.533  -9.874
H  -6.495  -5.260  -8.509
Cl  -2.467  0.726  -4.766
Cl  10.910  0.824  3.409
H  9.197  -0.367  2.323
C  -5.021  0.622  0.256
C  1.964  -2.095  -9.586
C  0.280  0.667  9.828
H  -0.784  2.354  -4.544
H  11.302  -3.599  1.189
C  1.397  -0.306  3.316
H  -0.529  4.458  -0.431
Cl  -5.475  -5.117  -10.621
H  2.034  -2.321  2.991
H  1.292  -6.729  -7.888
Cl  6.207  4.372  -1.068
H  -1.167  2.125  1.414
H  1.107  -1.890  -8.958
H  -1.023  -5.779  4.698
H  1.380  -3.671  -4.610
Cl  8.129  0.492  4.248
Cl  10.118  -3.806  3.210
O  -0.506  -1.480  5.155
C  1.382  -3.536  -5.686
N  2.616  -1.146  -1.541
H  -7.234  11.054  -4.106
H  -4.489  -0.328  0.225
H  -2.693  3.324  2.413
H  -0.098  3.466  1.662
C  6.875  2.809  -0.591
H  2.352  -3.802  -6.094
C  -5.205  7.618  -0.900
C  3.816  -5.250  3.897
H  -5.755  -6.799  -9.006
C  0.624  1.045  5.771
Cl  -1.718  -3.997  3.319
H  -4.837  3.230  0.208
Cl  0.089  0.516  -3.364
H  1.579  2.561  0.424
Cl  -4.058  6.529  -1.696
P  -0.077  -0.037  4.460
H  -4.093  -0.085  2.522
Cl  -0.139  -5.310  -10.519
H  -6.210  7.252  -1.074
H  3.213  3.140  3.435
Cl  -2.979  -2.133  12.768
H  -3.153  -7.748  7.858
C  1.275  -1.650  2.601
C  1.480  0.972  2.460
H  0.174  0.416  10.875
N  1.369  -1.664  1.103
Cl  -4.918  7.694  0.843
H  -1.865  3.786  -2.128
C  9.246  0.573  2.874
C  1.679  -0.359  0.446
H  2.094  -2.335  0.831
H  6.325  2.025  -1.098
H  0.566  1.805  -0.774
Cl  3.359  -5.894  -8.646
H  8.954  1.399  2.236
H  -5.092  8.610  -1.319
H  3.771  4.819  3.608
C  -0.520  2.820  0.887
C  -4.242  1.534  1.158
H  7.921  2.774  -0.874
C  0.812  0.722  1.093
C  -1.815  3.035  -1.336
Cl  3.402  -1.411  -8.813
Cl  -3.972  -6.999  9.932
H  -0.160  0.262  1.302
H  -2.826  2.652  -1.219
Cl  -2.469  -5.764  -8.811
C  0.651  2.005  0.289
H  -0.094  1.812  6.018
C  10.255  -3.568  1.467
Cl  -3.928  -2.858  -7.924
H  -0.299  1.028  -5.629
H  -2.550  0.531  1.968
H  2.270  -0.327  3.968
C  -1.259  3.721  -0.091
C  -1.770  -4.773  -10.098
Cl  2.598  -4.941  5.137
H  -3.508  1.480  3.164
O  1.444  -0.516  -0.929
H  -6.031  0.439  0.619
H  -2.401  -4.846  -10.976
Cl  9.586  -2.003  0.973
C  -3.242  3.800  1.609
H  -0.114  8.162  -2.804
C  -6.636  11.098  -3.204
Cl  -1.452  -1.467  -8.616
H  -1.242  -1.792  4.610
Cl  6.751  2.552  1.157
Cl  -7.472  10.207  -1.926
H  -3.871  4.547  2.103
C  -0.235  7.174  -2.374
Cl  3.368  -4.502  2.351
Cl  1.060  -1.842  -6.053
H  -2.503  -1.625  -6.513
H  1.075  1.856  2.946
Cl  0.156  -4.593  -6.396
O  3.108  -0.450  -2.315
C  -4.167  2.817  0.954
C  2.314  -7.089  -7.861
C  -0.791  1.280  -4.696
H  4.761  -4.832  4.221
Cl  1.459  4.686  3.171
H  -5.053  0.998  -0.762
Cl  0.877  6.059  -3.182
H  -1.975  -2.995  10.827
H  -0.209  -4.253  5.113
C  -3.544  0.826  2.303
Cl  -5.476  -7.648  7.508
H  0.336  -2.123  2.873
H  -1.780  -3.173  -7.021
Cl  -2.308  -4.444  6.146
H  -1.250  6.822  -2.523
H  -2.299  -1.250  10.700
H  0.664  -0.185  9.279
H  2.639  -7.216  -6.835
H  -1.195  2.233  -1.722
H  2.529  1.151  2.216
H  2.726  -0.080  0.574
C  -6.347  -5.951  -9.330
C  -2.355  -2.308  -7.342
C  -2.343  4.562  0.630
H  9.708  -4.354  0.961
H  -2.937  5.061  -0.130
H  -1.777  5.280  1.223
H  2.102  -3.166  -9.692
C  -1.941  -2.044  11.346
H  3.906  -6.319  3.747
H  -1.721  -3.747  -9.759
Cl  1.677  -1.397  -11.182
Cl  -1.313  1.092  9.181
Cl  0.080  7.266  -0.639
Cl  2.388  -8.651  -8.680
H  0.500  -2.026  0.702
H  -3.750  -6.077  7.782
Cl  3.696  4.138  1.361
Cl  1.422  2.010  9.667
C  -1.153  -4.713  4.843
H  -6.511  12.126  -2.885
H  0.873  0.423  6.630
Cl  -0.257  -1.700  11.785
H  1.536  1.533  5.432
C  3.140  4.147  3.037

Summary:
Maximum force (eV/A): 2.3
Energy relative to the best compared isomer or geometry (same formula, charge and spin) (kcal/mol): 0.0
Total charge: +1


No. 2
The following is a DFT calculation (ωB97M-V/def2-TZVPD) of a 8-piece molecular cluster, C35H70N3O15S7 overall.

Atoms and positions in Å:
C  0.409  -0.159  0.346
H  -0.344  0.404  1.083
N  1.014  -1.325  1.085
O  -4.419  -6.040  3.345
H  -2.088  -0.874  1.353
C  0.595  -2.668  0.541
C  1.099  2.853  -3.010
C  2.943  10.432  6.300
H  1.450  4.715  -5.839
O  3.272  -6.705  -3.705
H  -5.602  -4.124  2.025
O  0.916  0.499  -4.177
O  -2.682  2.020  0.596
H  -5.862  -8.181  2.482
O  -3.960  -1.824  0.105
H  4.778  9.750  5.337
H  0.010  3.810  -5.361
C  1.773  2.579  -5.567
O  -3.454  -6.577  1.060
H  -0.799  4.776  3.902
C  -5.861  -7.457  1.666
O  1.229  -6.120  0.786
C  0.851  3.660  3.041
O  -3.094  2.982  -1.716
C  3.611  -5.144  0.234
C  2.124  -5.126  -6.348
S  2.617  -6.308  1.154
H  2.800  2.739  -5.907
C  -0.219  -0.488  -1.126
O  3.057  -6.324  2.535
C  1.774  5.869  2.460
H  0.744  8.006  5.377
C  3.989  -4.461  -4.881
H  -2.338  0.606  -1.227
H  2.421  4.456  -3.595
H  0.148  0.399  -1.838
H  1.211  2.032  -6.328
C  3.150  -4.026  -6.082
N  0.780  -2.956  -0.926
C  -5.159  2.448  -0.170
H  1.294  0.626  0.181
H  5.437  -6.211  -0.205
H  2.893  -7.064  -1.671
C  -5.042  4.714  0.702
O  3.216  1.448  -3.678
S  -3.431  2.862  -0.312
H  -5.178  5.382  1.558
S  3.976  -6.248  -4.884
H  1.566  9.159  7.373
O  -0.083  5.658  0.605
S  1.831  1.617  -4.063
H  2.057  6.804  2.949
H  0.764  10.442  6.451
H  0.746  4.975  -3.336
H  4.424  8.947  6.897
H  2.352  5.740  1.540
C  1.092  3.898  -5.205
H  -2.961  4.512  1.318
S  -4.573  -6.252  1.921
H  4.040  -8.178  0.947
C  1.593  9.729  6.437
H  -0.209  -3.436  2.312
H  2.258  -7.308  -6.159
C  -7.138  -6.632  1.597
H  0.475  -3.913  -1.207
H  -7.966  -7.209  1.174
C  1.498  8.784  5.248
H  4.724  -5.424  -1.616
H  -5.641  2.693  -1.121
C  1.939  4.672  3.396
O  5.295  -6.734  -5.238
H  2.670  -3.060  -5.898
H  -7.430  -6.306  2.602
H  1.355  -5.111  -5.567
H  0.930  -1.251  2.122
H  -7.582  -4.652  0.789
H  -5.526  5.186  -0.162
H  1.543  2.807  -2.014
H  -2.577  -3.490  1.068
H  5.019  -4.105  -4.959
H  -6.762  3.392  0.959
H  2.939  4.238  3.309
C  4.487  -5.976  -0.701
H  -5.272  1.384  0.046
H  -5.665  -7.960  0.715
H  0.764  2.875  3.799
C  -6.798  -5.415  0.738
C  2.899  -6.435  -6.292
H  2.423  -8.508  0.249
C  -0.436  4.463  2.919
H  0.025  2.651  -2.953
H  -2.315  -1.092  -2.089
S  3.118  8.049  5.140
H  -0.021  -4.663  0.925
H  -1.223  3.934  2.378
H  -0.525  -2.308  -2.588
H  -3.179  5.233  -0.306
C  3.736  -7.272  -1.001
H  1.318  9.334  4.320
C  -3.560  4.494  0.404
H  -6.706  -5.722  -0.311
H  3.526  -6.559  -7.179
H  1.088  3.182  2.083
C  -2.781  -2.969  0.034
O  3.144  6.868  5.976
H  2.896  11.155  5.477
C  1.371  4.167  -3.727
H  2.937  -4.490  -0.326
C  3.224  -7.772  0.341
H  -5.338  2.956  1.921
H  4.213  -4.552  0.928
N  0.097  -3.693  1.347
C  -2.505  -1.267  0.236
C  -5.669  3.343  0.950
H  4.379  -8.011  -1.487
H  1.207  -1.569  -2.539
H  3.797  -3.909  -6.960
H  1.810  4.997  4.435
S  0.043  5.926  2.023
O  -0.569  7.080  2.651
H  -4.880  -4.429  0.416
H  -2.633  -3.432  -1.030
C  -5.462  -4.864  1.232
C  -1.857  -0.461  -1.216
H  1.629  -4.994  -7.315
H  3.206  10.984  7.208
H  3.547  -4.121  -3.940
C  3.987  9.362  5.984
C  0.289  -1.866  -1.836
O  3.527  8.025  3.749

Summary:
Maximum force (eV/A): 5.6
Total charge: +1


| no. | highest occupied orbital energy (eV) | DFT total energy (Ha) | orbital gap (Eh) |
| --- | --- | --- | --- |
| 1 | -10.34 | -19539.076363 | 0.240 |
| 2 | -11.94 | -5455.293376 | 0.344 |